Entry 1:
DFT (ωB97M-V with the def2-TZVPD basis set) results for a molecular structure, C21H27AgCl2N2O2Sb at a distorted geometry.

Properties
molecular weight: 639.99 g mol⁻¹
energy: -2383.97063 Eh
total charge: -1
relative energy (zero: lowest compared OMol25 entry of this formula, charge and spin): 26.9 kcal/mol
LUMO energy: 2.53 eV

Atoms and positions in Å:
Ag 0.085600 -0.064987 0.047424
O 1.306585 1.801123 0.540098
C 2.408779 2.325978 0.198484
C 2.640137 3.729559 0.285078
C 3.876906 4.289255 0.197598
C 4.977360 3.440144 -0.034343
C 4.796165 2.087092 -0.260927
C 3.532812 1.469835 -0.206694
C 3.502315 0.075474 -0.529948
N 2.472675 -0.744067 -0.294272
N 2.638578 -2.029515 -0.343772
C 1.483393 -2.693620 -0.449091
O 0.314168 -2.261698 -0.238967
C 1.650783 -4.178186 -0.672681
C 2.855141 -4.864709 -0.662497
C 2.923561 -6.285011 -0.756720
C 1.747235 -6.997205 -1.030731
C 0.508692 -6.312724 -1.097701
C 0.497346 -4.931852 -0.887471
H 1.728937 4.378023 0.420687
H 4.122074 5.332276 0.322498
H 6.028847 3.791796 -0.113734
H 5.635423 1.436192 -0.589985
H 4.543645 -0.334333 -0.790002
H 3.758582 -4.313543 -0.468883
H 3.895469 -6.785668 -0.781960
H 1.716662 -8.048828 -1.264696
H -0.397956 -6.903126 -1.395866
H -0.434894 -4.409429 -0.884384
Cl -2.710296 -2.194355 2.581424
C -2.325167 -3.508650 1.461645
Cl -3.697017 -4.092164 0.438019
H -1.793566 -4.309963 2.055725
H -1.576043 -3.090904 0.761084
C -5.143314 0.515030 0.612983
C -4.250601 1.051841 -0.552143
Sb -2.270841 1.431978 0.254452
C -2.636188 2.789544 1.941848
C -1.439739 3.693056 2.129979
C -1.404822 2.715960 -1.351118
C -2.185443 4.002565 -1.687604
H -6.104258 0.179163 0.347282
H -5.266656 1.313027 1.397346
H -4.662346 -0.244083 1.255891
H -4.662214 1.946559 -0.972908
H -4.164977 0.276471 -1.312114
H -2.908381 2.150343 2.810707
H -3.542884 3.387437 1.692141
H -0.505624 3.451684 1.573140
H -1.136273 3.703436 3.164751
H -1.693471 4.737351 1.788562
H -1.312799 2.111821 -2.219347
H -0.366994 2.916433 -1.013295
H -1.483979 4.716696 -2.235472
H -2.521305 4.556613 -0.811984
H -3.049833 3.794875 -2.367532

Forces on atoms 1 to 6 (eV/Å):
Ag 0.0121 0.1470 0.2138
O -1.1138 0.6340 -0.1011
C 1.1123 -1.4682 0.0320
C -1.8492 0.8567 0.0636
C 1.6575 -0.8204 -0.1626
C 1.2865 -0.0215 -0.2487

Entry 2:
DFT (ωB97M-V with the def2-TZVPD basis set) results for a single C3H4NO3 molecule at a distorted geometry.

Properties
molecular weight: 102.07 g mol⁻¹
energy: -397.11430 Eh
relative energy (zero: lowest compared OMol25 entry of this formula, charge and spin): 18.2 kcal/mol
LUMO energy (alpha / beta): 0.63 / -4.06 eV
2S+1: 2

Atoms and positions in Å:
C -0.809493 1.470374 -0.900390
N -0.474756 0.190128 -0.490644
C -0.009301 -0.184584 0.828858
C 1.130049 -1.339999 0.478501
O 1.928579 -1.697738 1.350021
O 0.930806 -1.828343 -0.618387
O -1.034979 2.353843 -0.075825
H -0.996683 1.581190 -2.049987
H -0.265111 -0.552385 -1.176946
H 0.393607 0.771059 1.274336
H -0.792715 -0.763548 1.380468

Forces on atoms 1 to 6 (eV/Å):
C -0.8456 0.3837 0.7926
N 0.2705 -0.3754 -0.5695
C 0.0036 1.4219 -0.6475
C -0.8950 -0.6380 -1.0307
O 0.0383 0.8968 1.0630
O 0.3480 -0.3336 -0.4555

Entry 3:
DFT (ωB97M-V with the def2-TZVPD basis set) results for a single C3H3O2P molecule at a distorted geometry.

Properties
molecular weight: 102.03 g mol⁻¹
SMILES string: O=C=PCC=O
energy: -607.87510 Eh
relative energy (zero: lowest compared OMol25 entry of this formula, charge and spin): 34.9 kcal/mol
LUMO energy: -0.18 eV

Atoms and positions in Å:
O 1.356537 0.228812 3.486012
C 0.346343 0.156704 2.902957
P -1.176904 0.338482 2.318344
C -0.483216 0.093138 0.582772
C 0.556103 1.139971 0.520142
O 0.480105 2.234919 0.060474
H -0.135859 -0.930477 0.462121
H -1.239008 0.245731 -0.034126
H 1.483992 0.711410 1.148395

Forces on atoms 1 to 6 (eV/Å):
O -1.2724 -0.7160 -0.8021
C 2.3133 0.7940 2.6478
P -1.0301 -0.3725 -0.4319
C 2.1050 -0.9275 2.1129
C 1.9773 -1.4155 1.1699
O 0.0542 0.2729 -0.2569